(1)
10
Properties=species:S:1:pos:R:3:lowdin_spin:R:1 method="wB97M-V/def2-TZVPD" total_charge=0 energy_ev=-10216.9366 spin_multiplicity=3 s2=2.007 e_homo_ev="-7.23 / -10.75" orbital_gap_ev="7.89 / 8.08"
C -0.25 0.30 0.53 0.43
N -0.98 1.08 -0.28 0.21
N 1.22 0.28 0.14 0.10
O 1.92 -0.46 0.77 0.17
O 1.52 1.05 -0.73 0.07
O -0.27 -1.76 -0.54 0.97
H -0.62 -0.14 1.46 0.01
H -0.51 1.38 -1.21 0.01
H -1.85 0.73 -0.19 0.01
H -0.17 -2.46 0.05 0.03

***

(2)
11
Properties=species:S:1:pos:R:3:lowdin_charge:R:1 method="wB97M-V/def2-TZVPD" total_charge=-2 energy_ev=-12267.4597 spin_multiplicity=1 e_homo_ev=2.16 orbital_gap_ev=5.28
C 0.09 1.14 0.36 -0.77
N 0.38 -1.78 0.74 -0.08
N 0.32 0.71 -1.01 -0.29
O -1.10 0.45 -1.49 -0.22
O 1.20 -0.20 -1.26 -0.31
O -1.15 1.23 0.70 -0.16
O 1.03 1.49 1.10 -0.09
H 0.82 -1.35 -0.27 0.03
H -0.60 -1.62 0.47 -0.05
H -1.57 0.93 -0.68 0.01
H 0.58 -1.01 1.34 -0.07

***

(3)
9
Properties=species:S:1:pos:R:3:lowdin_charge:R:1 method="wB97M-V/def2-TZVPD" smiles="CN[N+]([O-])=S" total_charge=0 energy_ev=-16961.2689 spin_multiplicity=1 e_homo_ev=-9.23 orbital_gap_ev=8.72
C 0.31 -0.15 0.01 -0.09
N -0.68 0.80 0.51 -0.11
N -0.80 0.95 1.90 -0.81
O 0.07 0.43 2.61 -0.04
S -2.03 1.90 2.31 0.66
H 0.36 -1.14 0.49 0.10
H 0.09 -0.04 -1.01 0.06
H 1.29 0.37 0.10 0.09
H -1.53 0.79 -0.11 0.14

***

(4)
9
Properties=species:S:1:pos:R:3:lowdin_charge:R:1 method="wB97M-V/def2-TZVPD" total_charge=0 energy_ev=-16962.2842 spin_multiplicity=1 e_homo_ev=-8.60 orbital_gap_ev=9.35
O -0.84 1.28 0.57 -0.14
N -1.36 0.00 0.40 -0.03
C -0.50 -0.84 -0.02 -0.33
N 0.82 -0.77 -0.36 -0.42
S 1.58 0.61 -1.05 0.74
H -1.64 1.75 0.90 0.10
H -0.82 -1.89 -0.17 0.13
H 1.36 -1.61 -0.27 0.07
H 1.40 1.47 0.00 -0.13